Record 1
Computed, not measured: H8O4 as an isolated structure, with ωB97M-V/def2-TZVPD.

Atoms and positions in Å:
O (-15.3209, 7.5603, -14.3763)
H (-14.5749, 7.4475, -13.7872)
H (-15.9365, 8.1024, -13.8830)
O (-13.5447, 7.4669, -13.2850)
H (-12.6328, 7.2006, -13.4021)
H (-13.4918, 8.3329, -12.8806)
O (-16.0579, 9.5233, -13.3514)
H (-16.9434, 9.2477, -13.1146)
H (-15.8362, 10.1969, -12.7085)
O (-16.4414, 7.2418, -12.5687)
H (-17.2091, 7.6749, -12.9419)
H (-16.7909, 6.7041, -11.8581)

Gap between HOMO and LUMO, eV: 8.1
Electronic energy, a.u.: -305.5894
M, g mol⁻¹: 72.06
Relative energy (zero: lowest compared OMol25 entry of this formula, charge and spin), kcal/mol: 119.1
HOMO level, eV: -7.71
Strongest force on any atom, hartree/bohr: 0.14980

Mulliken atomic charge list, values in e, 5 entries:
1. O -0.87
2. H 0.44
3. H 0.41
4. O -0.51
5. H 0.31



Record 2
Computed, not measured: one molecule with the formula C3H7FN2O, with ωB97M-V/def2-TZVPD.

Atoms and positions in Å:
C (-1.4653, 0.4695, -0.0942)
C (2.1281, -0.1711, 0.1500)
C (0.9275, 0.5561, -0.4955)
N (-2.4946, -0.3479, 0.5016)
N (-0.2144, -0.0920, 0.1231)
O (-1.6168, 1.6241, -0.4986)
F (-0.2458, -1.5480, -0.1123)
H (1.8820, -1.2694, -0.0261)
H (3.0628, 0.1077, -0.3759)
H (2.0146, -0.0793, 1.3294)
H (0.8817, 1.5255, -0.1113)
H (1.0366, 0.5642, -1.5324)
H (-2.5456, -1.3695, 0.3380)
H (-3.3506, 0.0302, 0.8043)

Gap between HOMO and LUMO, eV: 10.7
Electronic energy, a.u.: -403.0449
M, g mol⁻¹: 106.10
Relative energy (zero: lowest compared OMol25 entry of this formula, charge and spin), kcal/mol: 40.5
HOMO level, eV: -10.04
Strongest force on any atom, hartree/bohr: 0.06980

Mulliken atomic charge list, values in e, 5 entries:
1. C 0.44
2. C -0.99
3. C -0.38
4. N -0.39
5. N 0.14



Record 3
Computed, not measured: one molecule with the formula C14H15NO4S3, with ωB97M-V/def2-TZVPD.

Atoms and positions in Å:
C (1.1928, 1.1926, -4.1352)
H (1.9174, 2.0090, -4.1418)
H (1.5073, 0.3953, -4.8038)
H (0.2194, 1.5855, -4.4355)
O (1.1129, 0.6154, -2.8399)
C (0.7444, 1.4677, -1.8426)
O (0.4943, 2.6272, -2.0687)
C (0.6822, 0.8242, -0.5369)
C (1.0176, -0.4900, -0.2724)
N (1.4797, -1.4415, -1.1403)
S (1.4956, -3.0748, -0.7797)
O (2.0017, -3.7120, -1.9506)
O (2.1378, -3.2679, 0.4790)
C (-0.2223, -3.4406, -0.5933)
C (-0.8898, -3.7383, 0.5548)
C (-2.2690, -3.9337, 0.3301)
C (-2.6089, -3.7734, -0.9772)
S (-1.2552, -3.3862, -1.9646)
H (-3.5799, -3.8631, -1.4223)
H (-2.9703, -4.1813, 1.1056)
H (-0.3970, -3.8121, 1.5061)
H (1.5679, -1.1600, -2.1063)
S (0.8060, -0.9086, 1.3834)
C (0.2541, 0.7144, 1.7474)
C (0.2436, 1.5074, 0.6510)
C (-0.1751, 2.9417, 0.7162)
C (-0.9069, 3.2367, 2.0243)
C (-0.1446, 2.6533, 3.2105)
C (-0.1387, 1.1263, 3.1250)
H (0.5523, 0.7007, 3.8550)
H (-1.1364, 0.7378, 3.3544)
H (-0.6034, 2.9668, 4.1495)
H (0.8824, 3.0217, 3.1940)
H (-1.0188, 4.3153, 2.1426)
H (-1.9053, 2.7960, 1.9907)
H (-0.8050, 3.1799, -0.1411)
H (0.7171, 3.5685, 0.6330)

Gap between HOMO and LUMO, eV: 8.4
Electronic energy, a.u.: -2092.7676
M, g mol⁻¹: 357.48
HOMO level, eV: -8.12
Strongest force on any atom, hartree/bohr: 0.02126

Mulliken atomic charge list, values in e, 5 entries:
1. C -0.78
2. H 0.32
3. H 0.26
4. H 0.30
5. O -0.37



Record 4
Computed, not measured: a 3-piece molecular cluster, C9H17NO12S2 overall, with ωB97M-V/def2-TZVPD.

Atoms and positions in Å:
N (4.8886, -0.3312, -0.1563)
C (4.4702, -0.7831, -1.5368)
C (3.0063, -1.5132, -1.6220)
C (1.8102, -0.7892, -0.7681)
O (0.9874, -1.9364, -0.2894)
C (-0.4144, -1.4545, -0.1315)
O (-1.2270, -1.8251, 0.8784)
O (-0.6966, -0.4927, -1.2401)
C (0.6484, 0.0747, -1.5428)
O (0.6936, 1.3718, -0.7897)
H (4.1746, 0.2629, 0.3179)
H (5.2324, -1.1133, 0.4419)
H (5.2763, -1.5953, -1.8768)
H (4.5684, 0.1283, -2.2798)
H (2.6737, -1.4552, -2.7673)
H (3.0515, -2.6608, -1.3428)
H (2.0478, -0.2013, 0.2144)
H (0.8445, 0.4438, -2.6436)
H (0.2884, 1.2424, 0.1230)
C (-0.3289, -0.7838, 3.8413)
C (-0.3522, -0.3275, 5.2977)
O (0.9878, 0.0636, 5.5877)
S (1.6694, 0.6644, 4.2331)
O (1.5710, 2.1063, 4.2797)
O (2.9128, -0.0326, 3.9994)
O (0.5583, 0.1129, 3.1751)
H (0.0790, -1.7958, 3.7519)
H (-1.3206, -0.7502, 3.3823)
H (-0.6786, -1.1186, 5.9769)
H (-0.9952, 0.5498, 5.4255)
C (-3.7431, 0.2798, -3.2229)
C (-3.4404, 1.2449, -2.0798)
O (-4.0242, 2.4846, -2.4735)
S (-5.3553, 2.1835, -3.3667)
O (-6.5099, 2.2744, -2.5007)
O (-5.2451, 2.9099, -4.6104)
O (-5.0617, 0.6067, -3.6587)
H (-3.0583, 0.4364, -4.0626)
H (-3.6947, -0.7650, -2.9049)
H (-2.3681, 1.3615, -1.9061)
H (-3.9261, 0.9223, -1.1527)

Gap between HOMO and LUMO, eV: 9.7
Electronic energy, a.u.: -2106.9626
M, g mol⁻¹: 395.36
Relative energy (zero: lowest compared OMol25 entry of this formula, charge and spin), kcal/mol: 34.2
HOMO level, eV: -9.68
Strongest force on any atom, hartree/bohr: 0.18759

Mulliken atomic charge list, values in e, 5 entries:
1. N -0.57
2. C -0.53
3. C -0.61
4. C 0.75
5. O -0.43



Record 5
Computed, not measured: C4H24O10Sr as an isolated structure, with ωB97M-V/def2-TZVPD.

Atoms and positions in Å:
Sr (0.7237, -0.2007, -0.1377)
O (0.7173, -0.1624, -2.9550)
H (1.4234, -0.5312, -3.4858)
H (0.4293, 0.6098, -3.4418)
O (1.8077, 1.8804, -1.0433)
H (2.0533, 2.6106, -0.4753)
H (2.3187, 2.0147, -1.8414)
O (-1.0516, -1.3481, 1.3900)
H (-1.9523, -1.0650, 1.5474)
H (-0.8771, -1.9880, 2.0802)
O (-0.0524, -2.4229, -1.3999)
H (-0.6505, -2.0497, -2.0474)
H (-0.1585, -3.3697, -1.4928)
O (3.1029, -0.7341, -1.0932)
H (3.3617, -1.6258, -1.3259)
H (3.8856, -0.2072, -1.2547)
O (-0.6739, 1.8614, 0.9070)
H (-1.3720, 1.8829, 1.5615)
H (-0.7514, 2.6967, 0.4460)
C (1.7216, 0.0005, 3.0498)
C (2.2721, -1.4646, 2.8217)
O (1.8854, -2.0491, 1.5290)
O (2.2037, 0.7999, 1.9708)
H (2.0948, 0.4204, 3.9839)
H (0.6332, 0.0463, 3.0864)
H (2.0215, -2.1835, 3.6017)
H (3.3608, -1.4730, 2.8743)
H (1.9587, -3.0003, 1.6360)
H (3.0525, 1.1769, 2.2139)
C (-3.7978, 1.2641, -0.9337)
C (-2.4635, 1.2969, -1.6281)
O (-1.8415, 0.0486, -1.2232)
O (-4.7554, 0.4109, -1.5257)
H (-4.2369, 2.2601, -0.9904)
H (-3.7905, 1.1175, 0.1464)
H (-1.8956, 2.1806, -1.3372)
H (-2.5631, 1.3688, -2.7112)
H (-2.5121, -0.6283, -1.3407)
H (-5.6318, 0.5557, -1.1617)

Gap between HOMO and LUMO (spin up / spin down), eV: 10.0 / 3.1
Electronic energy, a.u.: -948.9470
M, g mol⁻¹: 319.85
Net charge: +3
Spin multiplicity: 2
HOMO level (spin up / spin down), eV: -19.07 / -19.07
Strongest force on any atom, hartree/bohr: 0.04725

Mulliken atomic charge list, values in e, 5 entries:
1. Sr 1.38
2. O -0.42
3. H 0.25
4. H 0.27
5. O -0.44